# 1
ORCA calculation (ωB97M-V with the def2-TZVPD basis set) on C36H38BBr2N2O7V as an isolated structure.

Output
* E_tot: -8147.2974 Ha
* total charge: +2
* energy relative to the best compared isomer or geometry (same formula, charge and spin): 1.085 eV
* orbital gap: 6.8 eV
* LUMO level: -6.7568 eV

Last column: Mulliken charge in e.
Cartesian coordinates (Å):
V: -1.088 0.077 -0.686  0.109
C: 2.672 0.300 6.295  -2.172
C: 3.444 0.220 4.977  1.683
C: 4.382 1.437 4.884  -1.565
C: 4.290 -1.066 4.979  -1.549
C: 2.532 0.210 3.765  -0.328
C: 1.145 0.254 3.881  0.435
C: 0.366 0.238 2.751  -0.351
Br: -1.518 0.302 2.877  -0.134
C: 0.923 0.179 1.451  -0.195
O: 0.074 0.178 0.406  1.207
C: 2.340 0.128 1.316  -1.263
C: 3.080 0.153 2.479  -0.392
C: 3.018 0.006 -0.046  2.620
C: 2.648 1.209 -0.935  -1.561
C: 4.544 -0.005 0.072  -2.431
C: 2.606 -1.333 -0.688  -1.671
H: 3.383 0.320 7.120  0.434
H: 2.024 -0.566 6.439  0.419
H: 2.074 1.211 6.356  0.424
H: 5.026 1.460 5.763  0.472
H: 3.812 2.367 4.854  0.368
H: 5.022 1.391 4.002  0.335
H: 4.928 -1.066 5.863  0.471
H: 4.932 -1.133 4.101  0.332
H: 3.655 -1.953 5.014  0.362
H: 0.664 0.306 4.845  0.630
H: 4.155 0.112 2.394  0.522
H: 3.040 2.131 -0.502  0.383
H: 1.575 1.333 -1.069  -0.054
H: 3.088 1.079 -1.923  0.536
H: 4.924 0.914 0.521  0.447
H: 4.971 -0.090 -0.927  0.486
H: 4.896 -0.859 0.652  0.427
H: 1.528 -1.436 -0.799  0.212
H: 2.968 -2.162 -0.079  0.398
H: 3.047 -1.414 -1.680  0.514
Br: -4.308 0.940 -5.969  -0.192
C: -2.420 0.671 -5.906  -0.332
C: -1.688 0.640 -7.079  -0.357
C: -0.319 0.422 -7.009  -0.685
C: 0.299 0.208 -5.790  -0.759
C: -0.453 0.233 -4.618  0.361
C: -1.821 0.497 -4.672  -0.088
C: 0.247 -0.051 -3.338  0.096
O: 1.417 -0.241 -3.249  -0.415
O: -0.532 -0.086 -2.186  0.430
H: -2.175 0.788 -8.033  0.439
H: 0.264 0.416 -7.919  0.427
H: 1.362 0.017 -5.731  0.529
H: -2.396 0.600 -3.769  0.543
N: -4.824 -2.168 -2.309  -0.089
C: -5.064 -1.689 -0.911  -0.840
C: -3.895 -0.766 -0.480  0.772
O: -3.826 -0.349 0.651  -0.548
O: -3.025 -0.551 -1.428  -0.770
H: -4.750 -3.180 -2.385  0.384
H: -3.906 -1.726 -2.545  0.143
H: -5.509 -1.831 -2.983  0.406
H: -5.099 -2.525 -0.217  0.349
H: -6.000 -1.142 -0.831  0.385
N: -1.974 1.717 -0.190  -0.279
C: -2.053 2.866 -0.135  0.776
C: -2.134 4.268 -0.071  0.165
C: -1.213 4.957 0.734  -0.444
C: -1.227 6.336 0.737  -0.666
C: -2.146 7.027 -0.045  -0.383
C: -3.063 6.343 -0.834  -0.635
C: -3.068 4.963 -0.851  -0.571
H: -0.507 4.402 1.338  0.518
H: -0.520 6.880 1.348  0.429
H: -2.149 8.109 -0.037  0.420
H: -3.773 6.890 -1.439  0.420
H: -3.777 4.414 -1.457  0.475
O: -1.161 -2.848 -1.364  -0.396
B: -1.172 -1.933 -0.341  1.885
O: -1.339 -2.510 0.882  -0.254
C: -1.451 -3.870 0.629  0.695
C: -1.658 -4.906 1.511  -1.217
C: -1.718 -6.181 0.960  -0.557
C: -1.557 -6.395 -0.406  -0.587
C: -1.346 -5.341 -1.291  -1.161
C: -1.319 -4.080 -0.739  0.597
H: -1.774 -4.728 2.572  0.567
H: -1.873 -7.028 1.613  0.439
H: -1.585 -7.404 -0.793  0.442
H: -1.195 -5.509 -2.348  0.574

=====

# 2
ORCA calculation (ωB97M-V with the def2-TZVPD basis set) on one molecule with the formula C19H20N4O3.

Output
* E_tot: -1180.8503 Ha
* energy relative to the best compared isomer or geometry (same formula, charge and spin): 0.325 eV
* orbital gap: 8.8 eV
* LUMO level: 0.5525 eV

Last column: Mulliken charge in e.
Cartesian coordinates (Å):
C: 5.616 -3.123 0.546  -0.795
C: 4.583 -2.412 0.139  0.022
C: 3.855 -2.663 -1.146  -1.046
N: 2.467 -3.044 -0.885  0.101
C: 2.204 -4.392 -0.764  0.429
O: 3.047 -5.247 -0.901  -0.630
N: 0.898 -4.691 -0.487  -0.058
C: -0.171 -3.819 -0.310  0.433
O: -1.263 -4.295 -0.063  -0.716
C: 0.165 -2.419 -0.448  -0.342
C: -0.827 -1.428 -0.294  0.215
C: -2.236 -1.797 0.016  -1.308
N: -0.508 -0.156 -0.426  -0.074
C: -1.363 1.000 -0.310  -0.973
C: -0.538 2.266 -0.560  -0.812
C: -1.384 3.487 -0.405  0.436
C: -1.907 4.264 -1.397  -0.858
N: -2.653 5.277 -0.860  -0.007
C: -2.628 5.174 0.500  -0.658
C: -3.225 5.960 1.478  -0.803
C: -3.017 5.608 2.794  -0.487
C: -2.232 4.502 3.135  -0.741
C: -1.638 3.720 2.172  -0.363
C: -1.834 4.049 0.830  1.012
C: 1.528 -2.039 -0.741  1.468
O: 1.907 -0.871 -0.876  -0.900
H: 6.116 -2.920 1.478  0.270
H: 6.002 -3.941 -0.040  0.251
H: 4.188 -1.599 0.735  0.282
H: 4.319 -3.479 -1.700  0.460
H: 3.829 -1.751 -1.749  0.326
H: 0.679 -5.677 -0.394  0.244
H: -2.870 -0.923 0.113  0.416
H: -2.269 -2.380 0.934  0.333
H: -2.625 -2.450 -0.763  0.327
H: 0.490 0.004 -0.636  0.522
H: -1.808 1.051 0.690  0.519
H: -2.176 0.950 -1.044  0.429
H: 0.287 2.298 0.156  0.427
H: -0.119 2.232 -1.567  0.487
H: -1.793 4.171 -2.461  0.433
H: -3.129 5.991 -1.384  0.172
H: -3.827 6.816 1.213  0.370
H: -3.465 6.197 3.580  0.381
H: -2.092 4.265 4.179  0.385
H: -1.028 2.872 2.448  0.420

=====

# 3
ORCA calculation (ωB97M-V with the def2-TZVPD basis set) on C3H4HgLiO4 as an isolated structure.

Output
* E_tot: -577.7689 Ha
* 2S+1: 2
* total charge: +2
* energy relative to the best compared isomer or geometry (same formula, charge and spin): 4.066 eV
* expectation value of S²: 0.771
* orbital gap (spin up / spin down): 8.4 / 5.9 eV
* LUMO level (spin up / spin down): -10.8963 / -12.5040 eV

Last column: Mulliken spin population.
Cartesian coordinates (Å):
O: 1.235 1.571 0.566  -0.013
C: 2.020 0.647 0.229  -0.087
C: -0.842 -0.397 -0.717  0.207
O: 2.911 0.690 -0.593  0.373
O: 1.518 -0.675 0.332  0.367
C: 0.250 -1.030 0.542  0.051
H: -0.128 -0.439 -1.552  0.002
H: -1.572 -1.161 -1.023  -0.001
H: 0.124 -2.106 0.384  0.017
H: -0.182 -0.672 1.484  0.023
O: -1.522 0.745 -0.208  0.066
Li: -3.377 0.513 0.363  0.000
Hg: -0.434 2.315 0.192  -0.006

=====

# 4
ORCA calculation (ωB97M-V with the def2-TZVPD basis set) on a 2-piece molecular cluster, C5H13NO overall.

Output
* E_tot: -328.2659 Ha
* energy relative to the best compared isomer or geometry (same formula, charge and spin): 1.441 eV
* orbital gap: 10.8 eV
* LUMO level: 0.9101 eV

Last column: Mulliken charge in e.
Cartesian coordinates (Å):
C: 1.764 -0.104 -0.448  -0.781
C: 1.445 -0.501 -1.995  -0.514
C: 0.017 -0.165 -2.290  0.498
N: -0.700 -0.871 -3.253  -0.465
O: -0.683 0.583 -1.628  -0.581
H: 1.042 0.482 0.115  0.158
H: 2.573 0.602 -0.596  0.277
H: 2.276 -0.999 -0.032  0.297
H: 2.152 -0.144 -2.706  0.402
H: 1.441 -1.602 -2.082  0.257
H: -1.683 -1.049 -3.085  0.237
H: -0.415 -1.652 -3.813  0.206
C: -1.593 0.778 2.130  -0.735
C: -0.614 0.597 3.307  -0.807
H: -2.206 -0.114 1.970  0.262
H: -2.484 1.462 2.230  0.303
H: -1.063 1.030 1.235  0.176
H: -1.376 0.305 4.045  0.270
H: 0.236 -0.128 3.235  0.250
H: -0.130 1.491 3.660  0.289